1.
Computed, not measured: a structure of composition C11H17BeN2 in a non-equilibrium geometry, with ωB97M-V with the def2-TZVPD basis set.

Last column: Mulliken charge in e.
Cartesian coordinates (Å):
C (-0.90556, -0.37386, -2.36673)  -1.21
Be (0.69040, 0.14846, -1.88729)  -0.27
N (2.28987, -0.25932, -0.54785)  -0.69
N (1.61664, -1.21173, -3.06495)  -0.58
H (2.06382, -1.07779, 0.01849)  0.26
H (1.50933, 1.14934, -2.20601)  -0.43
H (-1.69224, 0.34519, -2.07518)  0.29
H (-1.17924, -1.37057, -1.99130)  0.28
H (-0.92508, -0.42659, -3.47281)  0.25
H (1.82945, -2.06539, -2.53289)  0.27
H (2.51673, -0.82173, -3.36204)  0.21
H (1.10388, -1.49566, -3.90585)  0.23
H (3.18094, -0.39321, -1.01869)  0.22
H (2.36153, 0.52348, 0.10637)  0.25
C (-1.26408, -1.30119, 3.31918)  -0.40
C (-0.70246, -2.01090, 2.24107)  -0.77
C (-0.38543, -1.36479, 1.05212)  -0.40
C (-0.54623, 0.04220, 0.89424)  0.68
C (-0.13215, 0.78232, -0.23466)  0.20
C (-0.20025, 2.15095, -0.23449)  -0.45
C (-0.81363, 2.86737, 0.83945)  -0.52
C (-1.28887, 2.17493, 1.93442)  -0.96
C (-1.13230, 0.76817, 2.02373)  0.99
C (-1.50504, 0.06135, 3.19187)  -0.67
H (-1.52885, -1.81459, 4.24572)  0.34
H (-0.52638, -3.07772, 2.34796)  0.35
H (-0.00086, -1.94626, 0.21229)  0.35
H (0.21198, 2.72550, -1.07053)  0.24
H (-0.89261, 3.95252, 0.77936)  0.37
H (-1.78126, 2.69373, 2.75683)  0.27
H (-1.97207, 0.62580, 4.00815)  0.28

Properties
F_max = 2.13 eV Å⁻¹
Frontier orbital gap = 5.1 eV
Charge = -1
DFT total energy = -553.569749 Eh
Relative energy (zero: lowest compared OMol25 entry of this formula, charge and spin) = 0.000 eV

2.
Computed, not measured: a structure of composition C11H17Cl2HoRu in a non-equilibrium geometry, with ωB97M-V with the def2-TZVPD basis set.

Last column: Mulliken spin population.
Cartesian coordinates (Å):
Ho (0.13491, -0.22674, -3.16632)  4.21
Cl (0.64911, -1.61204, -1.82562)  0.17
C (1.83061, 0.73366, -3.50022)  0.00
C (-0.82589, -1.34054, -4.48762)  -0.01
H (1.86501, 1.14316, -4.53312)  0.00
H (1.96651, 1.59056, -2.80712)  0.01
H (2.71331, 0.07046, -3.38482)  0.00
H (-0.77169, -0.89604, -5.50522)  0.00
H (-1.90239, -1.44934, -4.23832)  0.01
H (-0.39779, -2.36254, -4.55802)  0.01
Ru (-0.42199, -0.43014, -0.48712)  2.54
C (-1.94309, -1.34934, 0.57998)  0.14
C (-1.02849, 0.63576, -2.04002)  0.41
H (-2.91839, -0.93184, 0.24608)  0.03
H (-1.93779, -2.44674, 0.40818)  0.02
H (-1.80979, -1.14504, 1.66488)  0.01
H (-2.09719, 0.59516, -2.34592)  0.03
H (-0.70089, 1.67886, -1.83552)  0.04
Cl (-1.58479, 1.96066, 1.52228)  0.03
C (-0.46999, 1.12096, 2.59588)  0.04
C (-0.81129, 0.99286, 3.94868)  -0.03
C (0.04461, 0.33196, 4.83238)  0.05
C (1.24941, -0.20174, 4.36998)  -0.03
C (1.59871, -0.07994, 3.02118)  0.08
C (0.74261, 0.57756, 2.12138)  -0.11
C (1.10971, 0.67546, 0.66568)  0.32
H (-1.74379, 1.40316, 4.31638)  0.00
H (-0.22589, 0.23256, 5.87598)  0.00
H (1.91041, -0.71484, 5.05598)  0.00
H (2.53311, -0.50784, 2.68038)  0.01
H (2.09851, 0.21316, 0.46098)  0.02
H (1.14461, 1.73866, 0.34858)  0.00

Properties
F_max = 15.60 eV Å⁻¹
Frontier orbital gap (alpha / beta) = 6.0 / 6.1 eV
Multiplicity = 9
DFT total energy = -2392.102573 Eh
Relative energy (zero: lowest compared OMol25 entry of this formula, charge and spin) = 7.385 eV
⟨S²⟩ = 20.036

3.
Computed, not measured: a cluster of 2 separate species, C11H17F in total in a non-equilibrium geometry, with ωB97M-V with the def2-TZVPD basis set.

Last column: Mulliken charge in e.
Cartesian coordinates (Å):
C (-0.68204, -0.18963, -2.11908)  0.70
C (-1.41092, -0.79592, -1.33393)  -0.04
C (1.54701, 2.23137, -1.62311)  -1.37
C (-0.31039, 0.91801, -2.85773)  -0.56
C (1.11392, 2.44037, -0.35830)  1.19
C (1.21321, 1.30888, 0.56370)  -1.06
C (0.43890, 3.70106, -0.01530)  -1.28
C (0.37219, -2.34373, 2.30151)  -1.48
C (-2.12361, -1.90047, -0.72022)  -0.59
C (-0.06011, -2.15440, 0.84918)  0.56
C (-1.62254, -2.10899, 0.76549)  -0.89
F (0.41774, 0.62400, -3.95579)  -0.16
H (2.09152, 1.32798, -1.92515)  0.46
H (1.38980, 3.05947, -2.34677)  0.30
H (0.23081, 0.98235, 1.03523)  0.22
H (1.81571, 1.30967, 1.54828)  0.39
H (1.67892, 0.30458, 0.16481)  0.18
H (0.31788, 3.84432, 1.15887)  0.28
H (-0.54688, 3.64019, -0.49220)  0.28
H (0.95937, 4.44380, -0.50220)  0.43
H (1.33312, -2.00490, 2.47842)  0.44
H (0.31051, -3.35681, 2.63381)  0.40
H (-0.38770, -1.78695, 2.96726)  0.29
H (-3.16787, -1.78186, -0.62817)  0.33
H (-1.84691, -2.89746, -1.09507)  0.29
H (0.38125, -1.26191, 0.56814)  -0.42
H (0.48244, -2.92546, 0.21894)  0.29
H (-2.01963, -3.15805, 1.18190)  0.29
H (-1.91567, -1.46950, 1.53747)  0.52

Properties
F_max = 5.04 eV Å⁻¹
Frontier orbital gap (alpha / beta) = 7.5 / 7.5 eV
DFT total energy = -528.934951 Eh
Relative energy (zero: lowest compared OMol25 entry of this formula, charge and spin) = 0.389 eV

4.
Computed, not measured: a structure of composition C11H17FKO6S in a non-equilibrium geometry, with ωB97M-V with the def2-TZVPD basis set.

Last column: Mulliken charge in e.
Cartesian coordinates (Å):
K (-0.02790, -0.92349, 1.16243)  0.90
C (-0.06397, -4.52577, -0.12335)  -0.87
C (-0.22032, -4.74084, 1.35230)  -0.46
O (-0.07331, -3.61374, 2.11274)  -0.73
H (0.93971, -4.20452, -0.40179)  0.18
H (-0.80725, -3.92453, -0.64692)  0.13
H (-0.32089, -5.50638, -0.52398)  0.42
H (0.40704, -5.59501, 1.60709)  0.23
H (-1.17543, -5.22263, 1.56146)  0.21
F (-0.34538, -1.24544, 4.00708)  -0.95
O (-1.05107, 0.88959, -0.55695)  -0.47
S (-1.85916, 1.45881, -1.66857)  1.04
O (-1.34842, 1.76514, -2.98155)  -0.61
O (-3.30774, 0.69755, -1.80542)  -0.24
C (-3.34395, -0.50476, -2.48455)  -0.22
C (-4.78705, -0.77109, -2.90543)  -1.25
C (-2.33020, 3.09651, -1.08090)  -1.01
H (-2.88385, -1.18452, -1.76737)  0.32
H (-2.76483, -0.39739, -3.40172)  0.32
H (-4.80785, -1.62656, -3.58059)  0.39
H (-5.27735, -0.09729, -3.60808)  0.35
H (-5.38858, -1.05130, -2.04071)  0.30
H (-1.42110, 3.68459, -1.20653)  0.36
H (-2.57649, 3.05218, -0.02001)  0.35
H (-3.13777, 3.46869, -1.71130)  0.33
C (4.27494, 3.19391, 0.70221)  -0.51
C (3.04146, 2.72675, 0.90473)  -0.13
C (2.53551, 1.70343, 1.86481)  0.02
O (1.35253, 1.41204, 2.19824)  -0.53
C (3.70853, 1.25430, 2.57323)  -0.12
C (4.97683, 1.71356, 2.51797)  -0.36
C (5.34741, 2.73848, 1.57133)  0.62
O (6.53178, 3.22013, 1.61212)  -0.61
H (4.53361, 4.07512, 0.13392)  0.38
H (2.37571, 3.32403, 0.29939)  0.33
H (3.53925, 0.41797, 3.23526)  0.47
H (5.75557, 1.24249, 3.09940)  0.39

Properties
F_max = 4.39 eV Å⁻¹
Frontier orbital gap = 2.1 eV
Charge = -1
DFT total energy = -1978.629803 Eh

5.
Computed, not measured: the ion C11H17N2 with charge +1 in a non-equilibrium geometry, with ωB97M-V with the def2-TZVPD basis set.

Last column: Mulliken charge in e.
Cartesian coordinates (Å):
C (2.45299, 1.89720, -0.51174)  -1.59
C (1.49788, 0.71863, -0.52343)  1.13
N (1.01962, 0.58705, -1.80711)  -0.30
N (1.32539, -0.12966, 0.45843)  -0.09
C (2.04333, -0.09903, 1.64965)  -1.36
C (0.26093, -1.26524, 0.41672)  0.49
C (0.49973, -2.22687, -0.70373)  -1.74
C (-1.03466, -0.56466, 0.26383)  0.82
C (-1.33061, 0.40026, 1.17490)  -0.44
C (-2.46748, 1.20101, 1.11622)  -0.53
C (-3.48236, 0.92688, 0.15507)  -0.61
C (-3.24787, -0.23181, -0.63730)  -0.59
C (-2.06151, -0.91654, -0.63321)  -0.58
H (3.22345, 1.82642, -1.35225)  0.33
H (3.02393, 2.18221, 0.31290)  0.47
H (1.70984, 2.60159, -0.83509)  0.41
H (0.43984, -0.16727, -2.03489)  0.16
H (1.10630, 1.38480, -2.41563)  0.27
H (1.28081, 0.07273, 2.41044)  0.38
H (2.24181, -1.08717, 1.87253)  0.50
H (2.98437, 0.30282, 1.66632)  0.52
H (0.35831, -1.70775, 1.48879)  0.55
H (1.19695, -1.84933, -1.43735)  0.52
H (-0.37550, -2.60911, -1.15783)  0.46
H (0.97025, -3.12488, -0.31570)  0.35
H (-0.59231, 0.91009, 1.80697)  0.08
H (-2.53195, 1.84504, 1.96097)  0.40
H (-4.54893, 1.27756, 0.22965)  0.32
H (-4.08408, -0.50999, -1.24327)  0.39
H (-1.87848, -1.64498, -1.37485)  0.29

Properties
F_max = 3.54 eV Å⁻¹
Frontier orbital gap = 9.8 eV
Charge = +1
SMILES string = C/C(N)=[N+](\C)[C@H](C)c1ccccc1
DFT total energy = -538.571298 Eh
Relative energy (zero: lowest compared OMol25 entry of this formula, charge and spin) = 1.887 eV

6.
Computed, not measured: a cluster of 2 separate species, C11H17N2 in total in a non-equilibrium geometry, with ωB97M-V with the def2-TZVPD basis set.

Last column: Mulliken spin population.
Cartesian coordinates (Å):
C (-0.18846, 3.10430, -1.95181)  0.01
C (0.46662, 2.69949, 0.54325)  0.16
C (-0.11231, 2.34887, -0.62202)  0.20
C (-0.69199, 0.61000, 1.02212)  -0.05
C (-0.76007, 1.03087, -0.37444)  -0.02
C (-1.22821, -0.47975, 1.62526)  0.17
C (-1.73079, 0.30275, -1.00410)  0.14
C (-1.95237, -1.35294, 0.65805)  0.02
C (-2.18331, -1.00411, -0.65010)  0.04
N (0.16762, 1.67967, 1.53253)  0.29
H (1.17757, 3.65883, 0.66443)  0.00
H (0.30793, 1.91567, 2.47248)  -0.02
H (0.44635, 2.55556, -2.71924)  0.02
H (0.29473, 4.19259, -1.87784)  0.00
H (-1.26570, -0.83914, 2.69107)  0.01
H (-2.29171, 0.95025, -1.83339)  0.00
H (-2.37982, -2.28346, 1.11474)  0.00
H (-2.83465, -1.65130, -1.13290)  0.00
H (-1.28439, 3.18613, -2.22763)  0.02
C (2.22983, -2.08263, 0.31079)  0.00
C (3.41706, -2.81490, -0.47979)  0.00
N (0.77537, -2.52558, -0.19180)  0.00
H (2.23542, -2.43398, 1.36710)  0.00
H (2.38589, -1.00011, 0.33115)  0.00
H (3.42097, -2.86099, -1.49951)  0.00
H (3.80187, -3.67185, 0.09840)  0.00
H (0.74975, -3.52234, 0.06307)  0.00
H (0.14397, -1.87807, 0.28346)  0.00
H (0.68393, -2.49820, -1.32445)  0.00
H (4.21095, -2.06989, -0.31930)  0.00

Properties
F_max = 5.21 eV Å⁻¹
Frontier orbital gap (alpha / beta) = 9.4 / 6.5 eV
Charge = +2
Multiplicity = 2
DFT total energy = -538.129535 Eh
Relative energy (zero: lowest compared OMol25 entry of this formula, charge and spin) = 3.120 eV
⟨S²⟩ = 0.770

Which formula does entry 6 have? C11H17N2